w:
DFT (ωB97M-V with the def2-TZVPD basis set) results for a cluster of 15 separate species, C70H185N15O20 in total.

Structure (XYZ):
```
290
Properties=species:S:1:pos:R:3
C -5.263 3.262 3.533
O -5.299 2.731 4.870
C -5.203 3.436 6.064
C -3.804 3.911 6.563
N -3.267 5.130 5.900
C -2.009 5.673 6.532
C -0.723 4.893 6.277
O -0.849 4.558 4.891
C 0.173 3.623 4.448
H -5.963 4.084 3.679
H -5.652 2.579 2.778
H -4.281 3.697 3.347
H -5.578 2.764 6.837
H -5.889 4.281 6.003
H -3.070 3.120 6.405
H -3.942 4.059 7.634
H -2.794 4.982 5.019
H -2.267 5.766 7.587
H -1.945 6.726 6.258
H -0.655 4.046 6.959
H 0.025 5.669 6.444
H 1.055 4.261 4.380
H 0.036 3.225 3.443
H 0.499 2.883 5.180
C 1.971 1.835 -8.516
O 2.976 1.337 -7.675
C 3.457 0.002 -7.860
C 4.167 -0.327 -6.538
N 4.944 -1.555 -6.583
C 5.594 -1.828 -5.266
C 6.510 -3.111 -5.301
O 7.648 -2.940 -6.194
C 8.615 -3.946 -6.206
H 1.683 2.829 -8.174
H 1.145 1.166 -8.758
H 2.373 1.857 -9.529
H 4.042 -0.189 -8.760
H 2.577 -0.629 -7.982
H 3.544 -0.193 -5.654
H 4.972 0.408 -6.561
H 5.635 -1.577 -7.320
H 4.824 -2.019 -4.518
H 6.239 -1.042 -4.873
H 5.812 -3.889 -5.611
H 6.710 -3.518 -4.310
H 8.686 -4.488 -5.263
H 9.583 -3.518 -6.466
H 8.314 -4.776 -6.847
C 2.008 -1.849 -2.875
O 0.751 -1.527 -2.208
C 0.669 -0.312 -1.502
C 0.703 -0.655 0.000
N 0.134 0.404 0.823
C -1.322 0.474 0.650
C -1.992 1.098 1.894
O -1.984 0.238 3.083
C -2.207 0.888 4.228
H 2.467 -1.086 -3.504
H 1.998 -2.699 -3.558
H 2.697 -1.994 -2.042
H -0.244 0.101 -1.932
H 1.495 0.346 -1.767
H 1.740 -0.901 0.228
H 0.188 -1.613 0.073
H 0.171 -0.060 1.719
H -1.828 -0.486 0.560
H -1.499 1.133 -0.200
H -3.015 1.340 1.609
H -1.562 2.072 2.125
H -1.383 1.603 4.235
H -2.138 0.175 5.049
H -3.147 1.430 4.332
C 1.344 -4.303 -8.822
O 1.818 -3.147 -9.567
C 2.501 -3.447 -10.737
C 3.478 -2.360 -11.059
N 2.821 -1.201 -11.740
C 3.858 -0.151 -11.989
C 4.644 -0.162 -13.294
O 3.776 0.137 -14.383
C 4.445 0.291 -15.640
H 0.676 -4.811 -9.518
H 0.827 -3.932 -7.937
H 2.086 -4.991 -8.415
H 1.809 -3.547 -11.572
H 2.981 -4.425 -10.723
H 4.227 -2.715 -11.768
H 4.030 -2.049 -10.172
H 2.048 -0.846 -11.195
H 4.569 -0.027 -11.173
H 3.192 0.711 -11.934
H 5.120 -1.127 -13.469
H 5.589 0.378 -13.252
H 3.687 0.515 -16.391
H 4.899 -0.686 -15.810
H 5.123 1.141 -15.707
C -7.410 -3.615 0.659
O -7.242 -2.333 1.193
C -6.752 -2.222 2.517
C -6.620 -0.812 2.948
N -5.914 -0.602 4.205
C -6.660 -0.962 5.435
C -5.676 -1.241 6.592
O -5.339 -0.052 7.267
C -4.220 -0.246 8.081
H -8.296 -3.785 0.046
H -7.419 -4.301 1.506
H -6.427 -3.844 0.247
H -5.833 -2.808 2.523
H -7.317 -2.695 3.320
H -7.580 -0.299 2.901
H -6.015 -0.361 2.162
H -5.723 0.374 4.379
H -7.287 -1.837 5.263
H -7.299 -0.127 5.723
H -4.856 -1.771 6.108
H -6.147 -1.921 7.301
H -3.905 0.643 8.629
H -3.430 -0.350 7.337
H -4.255 -1.019 8.849
C 4.028 2.838 5.999
C 3.977 1.702 6.974
C 3.578 2.167 8.430
O 4.511 3.156 8.880
C 4.617 3.433 10.218
N 3.110 0.682 6.382
H 3.043 3.129 5.634
H 4.699 2.561 5.185
H 4.635 3.638 6.421
H 5.013 1.409 7.143
H 3.657 1.383 9.183
H 2.615 2.670 8.522
H 5.340 2.720 10.614
H 3.682 3.319 10.766
H 4.966 4.446 10.415
H 3.149 -0.157 6.943
H 2.137 0.918 6.513
C 0.668 -1.288 8.660
C 0.672 -0.988 10.165
C -0.229 0.217 10.487
O 0.318 1.372 9.908
C -0.333 2.622 10.112
N 0.288 -2.197 10.862
H 0.897 -0.470 7.977
H -0.263 -1.716 8.291
H 1.412 -2.029 8.366
H 1.690 -0.725 10.454
H -0.263 0.385 11.564
H -1.192 -0.049 10.051
H -0.149 3.257 9.245
H 0.130 3.124 10.962
H -1.379 2.448 10.365
H -0.673 -2.490 10.763
H 0.696 -2.950 10.327
C 1.296 1.839 -4.084
C 1.472 2.993 -5.045
C 0.138 3.416 -5.681
O -0.548 2.722 -6.716
C -0.770 1.409 -6.557
N 2.065 4.119 -4.373
H 0.486 2.090 -3.399
H 2.210 1.744 -3.499
H 1.072 0.782 -4.223
H 2.087 2.852 -5.934
H 0.222 4.378 -6.187
H -0.542 3.611 -4.852
H -1.462 1.166 -5.751
H 0.186 0.892 -6.477
H -1.356 0.878 -7.308
H 1.736 4.301 -3.436
H 3.038 3.868 -4.268
C -2.374 -4.735 -3.445
C -2.372 -5.265 -1.999
C -2.461 -4.065 -1.057
O -2.577 -4.573 0.252
C -2.988 -3.588 1.267
N -3.544 -6.217 -1.794
H -1.480 -4.302 -3.894
H -3.319 -4.260 -3.709
H -2.465 -5.669 -3.999
H -1.442 -5.711 -1.647
H -3.390 -3.555 -1.311
H -1.621 -3.381 -0.935
H -3.896 -3.119 0.886
H -2.269 -2.774 1.357
H -3.283 -4.093 2.186
H -4.450 -5.819 -1.998
H -3.547 -6.391 -0.800
C -5.861 -0.811 -2.509
C -7.181 -0.016 -2.409
C -7.483 0.665 -1.029
O -8.649 1.452 -1.247
C -9.291 1.935 -0.056
N -7.161 0.977 -3.550
H -5.681 -1.611 -1.792
H -5.075 -0.064 -2.396
H -5.932 -1.178 -3.533
H -8.049 -0.619 -2.675
H -6.689 1.201 -0.511
H -7.809 -0.026 -0.251
H -9.739 2.883 -0.354
H -8.611 2.252 0.735
H -10.105 1.401 0.435
H -7.889 1.653 -3.368
H -6.355 1.579 -3.461
C -2.433 4.148 -2.522
C -3.199 4.477 -1.182
C -4.644 3.952 -1.277
O -5.253 4.292 -2.525
C -6.205 5.390 -2.342
N -2.473 3.877 -0.092
H -1.502 4.685 -2.704
H -2.987 4.390 -3.429
H -2.198 3.085 -2.566
H -3.172 5.556 -1.029
H -5.275 4.314 -0.465
H -4.675 2.863 -1.315
H -6.761 5.353 -3.279
H -5.733 6.368 -2.255
H -6.848 5.271 -1.470
H -2.954 4.093 0.769
H -1.594 4.361 0.028
C 5.444 0.550 0.251
C 6.672 -0.340 0.562
C 6.797 -1.200 1.798
O 6.559 -0.542 3.027
C 5.250 -0.095 3.381
N 7.087 -1.040 -0.656
H 5.493 1.424 0.901
H 4.489 0.052 0.420
H 5.515 0.978 -0.749
H 7.469 0.398 0.649
H 7.798 -1.622 1.883
H 6.187 -2.103 1.782
H 5.124 0.923 3.010
H 5.163 0.035 4.459
H 4.492 -0.765 2.973
H 7.636 -0.405 -1.219
H 7.567 -1.915 -0.496
C -0.914 -3.119 4.768
C 0.565 -2.733 4.460
C 1.124 -3.036 3.063
O 2.324 -2.229 2.849
C 3.068 -2.656 1.699
N 0.738 -1.324 4.872
H -1.088 -4.185 4.625
H -1.706 -2.617 4.213
H -1.087 -2.756 5.782
H 1.404 -3.158 5.011
H 0.452 -2.770 2.247
H 1.355 -4.101 3.061
H 2.502 -3.188 0.934
H 3.709 -3.454 2.075
H 3.731 -1.915 1.253
H 1.741 -1.214 4.912
H 0.319 -0.738 4.164
C 1.819 -6.736 -3.115
C 2.010 -6.988 -1.559
C 2.253 -5.714 -0.783
O 3.228 -5.005 -1.558
C 4.644 -5.011 -1.243
N 0.935 -7.667 -1.021
H 1.369 -7.617 -3.573
H 2.841 -6.634 -3.480
H 1.157 -5.873 -3.175
H 2.876 -7.648 -1.610
H 2.548 -5.911 0.248
H 1.365 -5.101 -0.629
H 4.752 -4.588 -0.244
H 5.244 -4.316 -1.832
H 4.975 -6.046 -1.160
H 0.364 -6.873 -0.768
H 1.030 -7.985 -0.067
C 2.587 2.861 -0.354
C 1.308 3.591 -0.517
C 0.716 4.205 0.809
O -0.195 5.240 0.501
C -0.822 5.841 1.621
N 1.631 4.621 -1.472
H 2.523 2.037 -1.066
H 2.587 2.457 0.658
H 3.577 3.186 -0.672
H 0.486 3.132 -1.067
H 1.567 4.461 1.441
H 0.136 3.567 1.474
H -0.067 6.287 2.269
H -1.491 5.185 2.179
H -1.453 6.647 1.246
H 0.886 5.291 -1.348
H 2.230 5.306 -1.033
```

Its charge is 0. As for the multiplicity: 1. The HOMO-LUMO gap is 8.891 eV.



x:
DFT (ωB97M-V with the def2-TZVPD basis set) results for a cluster of 15 separate species, C70H185N15O20 in total.

Structure (XYZ):
```
290
Properties=species:S:1:pos:R:3
C 8.630 -4.128 -7.593
O 7.734 -5.185 -7.185
C 6.423 -4.737 -7.144
C 5.574 -5.863 -6.690
N 5.446 -6.033 -5.254
C 6.680 -6.562 -4.653
C 6.544 -6.678 -3.129
O 5.874 -7.862 -2.718
C 5.703 -7.903 -1.301
H 9.642 -4.363 -7.263
H 8.454 -3.120 -7.217
H 8.644 -3.981 -8.673
H 6.120 -4.322 -8.105
H 6.289 -3.938 -6.414
H 5.858 -6.825 -7.116
H 4.606 -5.587 -7.109
H 4.673 -6.645 -5.035
H 7.530 -5.948 -4.952
H 6.803 -7.558 -5.076
H 6.068 -5.792 -2.709
H 7.562 -6.608 -2.745
H 4.930 -7.173 -1.059
H 6.626 -7.669 -0.771
H 5.370 -8.907 -1.041
C -11.189 -12.888 4.436
O -10.183 -12.193 3.668
C -9.208 -13.098 3.210
C -8.166 -12.531 2.231
N -8.807 -12.226 0.884
C -7.936 -11.517 0.047
C -8.593 -10.433 -0.839
O -8.964 -9.433 0.093
C -9.313 -8.246 -0.523
H -11.562 -13.804 3.978
H -12.024 -12.187 4.463
H -10.840 -13.212 5.416
H -9.678 -13.941 2.703
H -8.759 -13.547 4.097
H -7.356 -13.259 2.194
H -7.637 -11.652 2.598
H -9.581 -11.598 1.050
H -7.446 -12.115 -0.722
H -7.147 -11.008 0.601
H -9.458 -10.754 -1.420
H -7.805 -10.104 -1.515
H -9.467 -7.453 0.208
H -10.128 -8.334 -1.241
H -8.468 -7.861 -1.094
C 1.210 2.505 4.322
O 0.036 2.072 3.606
C 0.280 1.477 2.369
C 0.794 -0.066 2.508
N 0.651 -0.755 1.188
C 0.701 -2.196 1.174
C 0.332 -2.749 -0.264
O -1.101 -2.769 -0.475
C -1.449 -3.326 -1.757
H 0.898 3.035 5.222
H 1.853 3.120 3.693
H 1.790 1.629 4.614
H 1.058 2.006 1.818
H -0.684 1.463 1.860
H 0.161 -0.492 3.287
H 1.822 0.070 2.844
H -0.222 -0.512 0.743
H -0.054 -2.573 1.863
H 1.683 -2.555 1.480
H 0.846 -3.697 -0.423
H 0.861 -2.076 -0.939
H -0.784 -4.171 -1.936
H -1.245 -2.513 -2.453
H -2.484 -3.653 -1.862
C -3.409 17.071 -1.366
O -2.474 16.165 -1.911
C -2.585 16.117 -3.366
C -1.430 15.260 -3.990
N -1.477 13.852 -3.555
C -0.436 13.113 -4.120
C -0.282 11.745 -3.514
O 0.552 11.732 -2.367
C 0.811 10.377 -1.980
H -4.432 16.854 -1.675
H -3.160 18.112 -1.571
H -3.420 16.866 -0.295
H -2.476 17.137 -3.735
H -3.599 15.823 -3.640
H -0.510 15.731 -3.645
H -1.392 15.465 -5.060
H -1.368 13.878 -2.551
H 0.443 13.732 -3.946
H -0.597 13.045 -5.196
H 0.178 11.181 -4.326
H -1.277 11.336 -3.340
H 0.070 9.578 -1.997
H 1.092 10.356 -0.927
H 1.609 9.912 -2.559
C -1.923 -1.708 9.095
O -2.520 -0.498 9.449
C -1.660 0.197 10.382
C -2.204 1.588 10.712
N -3.382 1.541 11.547
C -4.324 2.678 11.260
C -4.163 3.985 12.043
O -3.037 4.687 11.647
C -2.818 5.935 12.186
H -1.884 -2.266 10.031
H -0.949 -1.477 8.664
H -2.485 -2.376 8.442
H -0.667 0.242 9.934
H -1.514 -0.366 11.303
H -2.374 2.156 9.797
H -1.475 2.209 11.235
H -3.879 0.671 11.420
H -5.349 2.349 11.428
H -4.403 2.919 10.200
H -4.022 3.717 13.090
H -5.083 4.562 11.949
H -3.737 6.509 12.067
H -1.991 6.369 11.626
H -2.447 6.055 13.204
C 8.329 16.285 7.281
C 7.087 15.507 7.074
C 7.144 14.305 6.017
O 5.906 13.630 5.839
C 5.800 12.493 5.017
N 6.475 15.032 8.284
H 8.809 16.688 6.389
H 9.148 15.627 7.571
H 8.163 17.034 8.055
H 6.409 16.264 6.679
H 7.943 13.590 6.211
H 7.303 14.729 5.026
H 4.775 12.141 4.897
H 6.470 11.699 5.346
H 6.136 12.759 4.015
H 6.116 15.807 8.823
H 5.638 14.534 8.017
C -6.404 -2.789 -10.406
C -7.351 -3.404 -11.396
C -8.639 -4.113 -10.905
O -8.314 -5.078 -9.915
C -9.483 -5.775 -9.539
N -7.761 -2.286 -12.234
H -5.619 -2.215 -10.897
H -6.050 -3.568 -9.730
H -6.968 -2.052 -9.833
H -6.830 -4.155 -11.991
H -9.200 -4.580 -11.715
H -9.202 -3.345 -10.374
H -9.894 -6.338 -10.376
H -10.271 -5.163 -9.099
H -9.230 -6.571 -8.839
H -8.322 -1.714 -11.618
H -8.487 -2.582 -12.871
C 2.882 -6.201 -14.589
C 1.413 -5.638 -14.478
C 0.843 -5.473 -13.069
O 0.754 -6.737 -12.370
C 0.018 -6.736 -11.138
N 1.351 -4.400 -15.280
H 3.555 -5.358 -14.431
H 3.070 -6.586 -15.591
H 3.074 -7.006 -13.880
H 0.757 -6.411 -14.878
H -0.078 -4.890 -13.090
H 1.585 -4.853 -12.566
H 0.201 -7.733 -10.737
H -1.060 -6.709 -11.299
H 0.380 -5.982 -10.439
H 0.368 -4.234 -15.438
H 1.559 -4.715 -16.217
C -7.036 3.228 3.854
C -7.588 1.891 4.259
C -8.833 1.471 3.494
O -9.849 2.348 4.036
C -11.033 2.218 3.294
N -6.571 0.812 4.154
H -6.153 3.405 4.468
H -7.786 3.971 4.128
H -6.714 3.355 2.821
H -7.925 1.961 5.292
H -9.119 0.423 3.583
H -8.581 1.591 2.441
H -11.494 3.196 3.431
H -11.741 1.512 3.728
H -10.997 2.043 2.219
H -7.023 0.042 4.627
H -5.721 1.022 4.658
C -5.390 1.719 -3.782
C -6.044 1.024 -2.610
C -7.340 0.221 -2.990
O -8.210 1.112 -3.534
C -9.433 0.454 -3.898
N -5.006 0.366 -1.832
H -5.112 1.190 -4.693
H -4.380 2.026 -3.511
H -5.912 2.620 -4.105
H -6.380 1.777 -1.896
H -7.735 -0.304 -2.120
H -7.049 -0.598 -3.647
H -9.330 -0.142 -4.805
H -10.392 0.964 -3.985
H -9.642 -0.249 -3.091
H -5.387 -0.060 -0.999
H -4.616 -0.428 -2.319
C 8.547 3.676 5.525
C 8.256 2.893 4.222
C 7.950 3.778 2.991
O 8.946 4.721 2.764
C 8.812 5.496 1.599
N 9.362 2.001 3.917
H 9.466 4.263 5.540
H 8.669 2.990 6.363
H 7.692 4.295 5.797
H 7.358 2.320 4.451
H 7.026 4.347 3.096
H 7.891 3.162 2.093
H 9.393 4.990 0.828
H 9.267 6.476 1.742
H 7.794 5.640 1.238
H 9.319 1.712 2.950
H 10.227 2.514 4.015
C 5.197 1.499 -12.417
C 3.892 0.820 -12.898
C 2.710 0.989 -11.882
O 3.047 0.436 -10.603
C 1.974 0.540 -9.651
N 3.576 1.330 -14.214
H 4.965 2.498 -12.049
H 6.085 1.573 -13.045
H 5.562 1.017 -11.510
H 4.143 -0.235 -13.011
H 1.829 0.510 -12.309
H 2.511 2.056 -11.780
H 2.241 0.291 -8.624
H 1.171 -0.143 -9.930
H 1.688 1.588 -9.571
H 2.898 0.638 -14.500
H 4.278 1.102 -14.904
C -1.417 -12.399 -4.464
C -0.371 -12.033 -3.363
C 0.207 -13.314 -2.674
O -0.835 -14.100 -2.108
C -0.405 -15.269 -1.582
N 0.800 -11.465 -3.999
H -2.129 -13.110 -4.045
H -0.945 -12.806 -5.359
H -2.000 -11.522 -4.743
H -0.917 -11.365 -2.696
H 0.994 -13.128 -1.943
H 0.606 -14.033 -3.390
H -1.277 -15.564 -0.999
H 0.461 -15.193 -0.924
H -0.212 -16.094 -2.267
H 1.074 -12.087 -4.746
H 1.522 -11.642 -3.315
C 6.098 -5.236 6.981
C 5.925 -4.265 8.125
C 5.449 -4.852 9.413
O 4.288 -5.659 9.357
C 3.816 -5.848 10.671
N 7.170 -3.566 8.353
H 7.023 -5.810 7.036
H 6.180 -4.726 6.020
H 5.242 -5.902 6.871
H 5.173 -3.531 7.836
H 5.289 -3.938 9.985
H 6.200 -5.542 9.798
H 3.354 -4.957 11.097
H 4.580 -6.270 11.324
H 3.008 -6.579 10.627
H 7.479 -3.189 7.469
H 6.999 -2.749 8.921
C 8.994 8.148 11.805
C 7.948 9.102 11.164
C 6.513 8.992 11.783
O 6.098 7.639 11.685
C 4.858 7.448 12.217
N 8.536 10.404 11.183
H 9.229 8.301 12.859
H 9.975 8.149 11.330
H 8.549 7.158 11.707
H 7.878 8.821 10.113
H 5.816 9.662 11.279
H 6.571 9.274 12.834
H 4.689 7.593 13.284
H 4.629 6.385 12.139
H 4.140 7.975 11.590
H 7.982 10.994 10.579
H 9.480 10.392 10.824
```

Its charge is 0. As for the multiplicity: 1. The HOMO-LUMO gap is 8.974 eV.



Which structure loses on stability? w does.